Record 1
DFT (ωB97M-V with the def2-TZVPD basis set) results for a 3-piece molecular cluster, C24H57FN3O13P2 overall.

The total energy comes out at -78188.09812 eV. As for the HOMO energy: -0.4037 Ha. Its LUMO energy is -2.9 eV. Its net charge is +1. The HOMO-LUMO gap comes out at 8.07 eV.

Each line ends with the Löwdin charge.
Atoms and positions in Å:
C 0.52991 0.00714 2.66984  -0.046
C 0.33440 -0.34360 1.19183  -0.205
O -0.77314 0.39342 0.64789  -0.130
C -0.42082 1.61021 0.08601  -0.139
C -1.47456 2.70263 0.43706  -0.402
O -2.19466 2.33788 1.55454  0.080
C -2.55437 2.79574 -0.66664  -0.216
C -3.46913 1.54691 -0.70469  -0.120
C -4.78211 1.58083 0.08360  -0.195
C -5.19515 0.13933 0.41206  -0.284
N -6.36790 0.06791 1.28229  0.002
C -3.23879 4.11124 -0.27608  -0.252
P -4.34421 4.92305 -1.48155  0.489
N -4.22408 6.46692 -1.59374  -0.128
O -5.83703 4.51153 -1.12427  -0.130
O -4.07572 4.12942 -2.83762  -0.113
C -2.09298 5.01303 0.22872  -0.102
N -0.88618 4.10109 0.46234  -0.093
C -0.10057 4.60263 1.66502  -0.079
C -0.41380 3.92829 2.98803  -0.177
F 0.33502 4.58451 3.92458  0.015
P 0.17348 4.60113 -0.94065  0.468
O 0.61667 5.96939 -0.70144  -0.178
O 1.37968 3.59079 -1.03603  -0.060
O -0.70891 4.41119 -2.21855  -0.032
H 1.29524 0.77704 2.76004  0.067
H -0.41303 0.32326 3.10838  0.074
H 0.87096 -0.86939 3.21081  0.083
H 1.23481 -0.20539 0.59997  0.118
H 0.05335 -1.38922 1.12912  0.119
H -0.27809 1.56716 -0.99730  0.142
H 0.55153 1.92382 0.49085  0.121
H -1.62499 2.00422 2.25467  0.091
H -2.14205 2.82873 -1.66601  0.119
H -2.90341 0.66110 -0.42674  0.107
H -3.73580 1.42284 -1.75291  0.123
H -5.56677 1.98573 -0.54905  0.105
H -4.70286 2.08949 1.03888  0.105
H -4.35196 -0.30676 0.94654  0.104
H -5.34882 -0.42703 -0.50350  0.118
H -6.62913 0.97459 1.63617  0.057
H -7.15378 -0.34763 0.80931  0.063
H -3.85844 3.99092 0.60782  0.119
H -3.55230 6.86186 -0.94917  -0.026
H -6.23755 5.26660 -0.68153  0.091
H -4.92838 3.90959 -3.23630  0.096
H -2.41818 5.51742 1.13195  0.148
H -1.86242 5.81844 -0.46424  0.100
H -0.29432 5.66344 1.76378  0.140
H 0.96633 4.52011 1.47937  0.124
H -0.19528 2.86164 3.00274  0.107
H -1.46765 4.04442 3.24399  0.137
H 2.10522 3.95776 -0.51468  0.117
H -0.15424 4.09299 -2.94714  0.136
C 5.89956 -2.05988 -1.23358  -0.100
O 5.88034 -1.75207 0.14352  -0.189
C 4.96180 -0.73754 0.48730  -0.209
C 4.39274 -0.94895 1.87399  -0.183
O 3.44368 -2.00024 1.97575  -0.139
C 3.92642 -3.33716 1.87204  -0.177
C 4.72639 -3.81812 3.06032  -0.200
O 6.01906 -3.23931 3.08446  -0.197
C 6.48907 -2.96290 4.38641  -0.109
H 6.38335 -1.26502 -1.81164  0.091
H 6.46759 -2.97972 -1.35561  0.093
H 4.88551 -2.22497 -1.61705  0.077
H 4.13771 -0.69972 -0.23762  0.117
H 5.48826 0.22804 0.47124  0.129
H 3.83346 -0.04363 2.13311  0.115
H 5.18678 -1.05625 2.61367  0.122
H 4.47479 -3.48882 0.94207  0.120
H 3.02542 -3.95318 1.81722  0.127
H 4.83594 -4.90769 2.98536  0.132
H 4.18162 -3.58676 3.98251  0.126
H 5.76517 -2.36358 4.95097  0.087
H 7.40889 -2.39030 4.28779  0.090
H 6.70501 -3.88466 4.93651  0.091
C 0.73797 -2.48005 -4.97084  -0.111
O 0.66930 -3.53634 -4.04136  -0.192
C 1.61350 -3.43490 -2.99224  -0.205
C 1.07866 -4.02461 -1.70735  -0.173
O 0.09283 -3.23770 -1.05200  -0.136
C -1.20048 -3.15103 -1.63342  -0.183
C -2.02884 -4.41138 -1.53172  -0.203
O -1.57304 -5.40206 -2.43297  -0.195
C -1.66848 -6.71585 -1.92437  -0.107
H 1.62666 -2.56471 -5.60575  0.091
H -0.14953 -2.53673 -5.59849  0.090
H 0.74398 -1.50647 -4.46495  0.081
H 1.89031 -2.38676 -2.82084  0.118
H 2.51499 -3.99246 -3.28058  0.131
H 1.91256 -4.06647 -1.00162  0.121
H 0.73292 -5.04775 -1.85883  0.123
H -1.15076 -2.79808 -2.66503  0.120
H -1.71497 -2.37914 -1.05249  0.118
H -3.06951 -4.16554 -1.78400  0.129
H -1.99982 -4.78114 -0.50068  0.127
H -1.17830 -6.79958 -0.94777  0.088
H -1.15892 -7.37512 -2.62364  0.090
H -2.71262 -7.03409 -1.83616  0.090


Record 2
DFT (ωB97M-V with the def2-TZVPD basis set) results for C24H58MoP2Si4 as an isolated structure.

The multiplicity is 3. The total energy comes out at -77751.94819 eV. As for the HOMO energy (alpha / beta): -0.3682 / -0.4533 Ha. Its LUMO energy (alpha / beta) is -6.5 / -7.1 eV. Its net charge is +2. The HOMO-LUMO gap (alpha / beta) comes out at 3.50 / 5.26 eV.

Each line ends with the Löwdin spin population.
Atoms and positions in Å:
P 0.66682 -2.94988 -1.03649  0.023
P 0.19101 1.54044 -0.43652  0.193
C 0.89680 -1.19143 -1.83691  0.036
C 1.22191 0.18761 -1.30361  0.018
H 0.65266 -1.29118 -3.04384  -0.001
H 1.90569 -1.49832 -2.20282  0.005
H 1.96579 0.00184 -0.53245  0.003
H 1.76361 0.71516 -2.10444  0.000
C -1.40499 1.88085 -1.25966  0.018
H -1.93415 2.44748 -0.46772  0.003
H -2.03444 1.06607 -1.58080  0.011
H -1.30246 2.56997 -2.10266  0.001
C 1.06112 3.00526 -1.09942  0.071
H 0.87278 3.13182 -2.18504  0.014
H 2.15406 2.92266 -0.94761  0.000
H 0.74082 3.92476 -0.58566  0.001
C -0.44382 -4.18242 -1.70929  0.006
H -0.42886 -5.04552 -1.02044  0.001
H -0.14216 -4.52715 -2.70779  0.000
H -1.48451 -3.81937 -1.75036  0.003
C 2.31847 -3.61323 -1.22847  0.004
H 3.01898 -2.78828 -1.41224  0.001
H 2.32210 -4.30238 -2.07965  0.000
H 2.57694 -4.12431 -0.29859  0.001
Mo -0.92671 -0.83218 -3.13480  0.962
C 0.21956 0.47594 -4.42782  0.002
C -1.18002 0.80914 -4.43117  -0.008
C -2.21679 -0.11461 -5.07860  0.004
C -1.79178 -1.56154 -5.39963  0.001
C -1.03029 -2.30153 -4.34706  0.014
C 0.37894 -2.44453 -4.35151  -0.033
C 1.29647 -1.73504 -5.28502  -0.005
C 0.87599 -0.26221 -5.53036  0.000
C 0.17194 -2.86405 0.65847  0.024
H 0.87840 1.18872 -3.94737  0.006
H -1.56372 1.65353 -3.80504  0.005
H -2.61876 0.36653 -5.97288  -0.002
H -3.05261 -0.18615 -4.36861  0.002
H -2.68532 -2.17827 -5.54063  0.000
H -1.23990 -1.60662 -6.33417  0.000
H -1.60312 -2.82052 -3.55498  0.013
H 0.84374 -3.30958 -3.87375  -0.002
H 1.41773 -2.24643 -6.27834  -0.002
H 2.32576 -1.74434 -4.86203  0.000
H 1.78904 0.26957 -5.82153  0.000
H 0.23195 -0.23580 -6.40394  0.000
H 0.16439 -1.81044 1.00304  0.024
H 0.85197 -3.45170 1.28508  0.000
H -0.85659 -3.27408 0.76434  0.001
C -3.47192 0.79713 3.01957  0.004
Si -1.86114 -0.07646 3.45730  0.107
C -1.46972 0.25505 5.29378  0.044
C -2.10831 -1.94855 3.36902  0.005
Si -0.19871 0.86998 2.00094  0.338
Si -0.31218 3.16083 2.45673  0.009
C -0.79540 3.49745 4.24112  0.001
C 1.42454 3.82728 2.16484  0.000
C -1.65922 3.99845 1.42498  0.002
Si 1.69891 0.16340 3.20760  0.038
C 2.00067 1.26401 4.71894  0.012
C 1.58930 -1.59258 3.89817  0.003
C 3.18556 0.28466 2.06367  0.002
H -4.25789 0.42097 3.68860  0.000
H -3.76486 0.56678 1.98743  0.001
H -3.41879 1.88614 3.13465  0.000
H -2.29672 -0.18595 5.87093  0.008
H -0.54205 -0.22152 5.63601  0.000
H -1.42585 1.31856 5.55178  0.000
H -2.57498 -2.23953 2.41881  0.001
H -1.18300 -2.52344 3.49965  0.000
H -2.79554 -2.24572 4.17648  0.001
H -0.04146 3.16862 4.96548  0.000
H -0.87465 4.59470 4.30779  0.000
H -1.77290 3.07886 4.51045  0.000
H 1.99467 3.32191 1.37101  0.000
H 1.31700 4.88691 1.87335  0.000
H 2.01481 3.79548 3.09278  0.000
H -1.30124 4.37224 0.45560  0.000
H -2.54021 3.35707 1.27016  0.001
H -1.99389 4.86769 2.01301  0.000
H 1.19025 1.21874 5.45575  0.000
H 2.91025 0.87166 5.19779  0.002
H 2.18465 2.31280 4.46421  0.000
H 1.70304 -2.35067 3.11259  0.000
H 2.42470 -1.71465 4.60527  0.000
H 0.66643 -1.80536 4.45131  0.000
H 3.10776 -0.39998 1.20875  0.001
H 3.33927 1.30475 1.68559  0.000
H 4.07440 -0.00203 2.64891  0.000